Entry 1:
Computed, not measured: a single C6H12O molecule, with wB97M-V/def2-TZVPD.

Calculated values
- E_HOMO: -9.4 eV
- Energy relative to the best compared isomer or geometry (same formula, charge and spin): 24.7 kcal/mol
- Total energy: -311.019836 Eh
- Spin multiplicity: 1
- Orbital gap: 0.378 Eh
- Net charge: 0
- Max |F|: 0.007 hartree/bohr

Bonds (Å) are listed after each position.
CARTESIAN COORDINATES (ANGSTROEM)
1 C 2.03767 0.27533 -0.49158  C2 1.528, H8 1.097, H9 1.096, H10 1.095
2 C 1.05304 -0.16544 0.59082  C1 1.528, C3 1.519, H11 1.095, H12 1.099
3 C -0.38004 -0.31289 0.11006  C2 1.519, C4 1.516, C5 1.512, C6 1.512
4 C -0.59293 -1.23854 -1.07159  C3 1.516, H13 1.096, H14 1.096, H15 1.095
5 C -1.46093 -0.25502 1.16535  C3 1.512, C6 1.492, H16 1.087, H17 1.087
6 C -1.30291 0.88111 0.21141  C3 1.512, C5 1.492, O7 1.398, H18 1.093
7 O -0.85293 2.08722 0.75718  C6 1.398, H19 0.966
8 H 1.76737 1.25764 -0.89753  C1 1.097
9 H 2.06853 -0.43262 -1.32738  C1 1.096
10 H 3.05151 0.34886 -0.08382  C1 1.095
11 H 1.07453 0.55428 1.41602  C2 1.095
12 H 1.37911 -1.12951 1.00587  C2 1.099
13 H -0.22165 -0.79909 -2.00452  C4 1.096
14 H -0.07222 -2.19098 -0.92056  C4 1.096
15 H -1.65496 -1.46316 -1.21618  C4 1.095
16 H -1.14469 -0.05859 2.18656  C5 1.087
17 H -2.33062 -0.90034 1.07175  C5 1.087
18 H -2.05747 0.98858 -0.57136  C6 1.093
19 H -0.36042 2.55317 0.06950  O7 0.966

These are the Mulliken partial charges, in e, on atoms 1 to 2: -1.1494 -0.7023



Entry 2:
Computed, not measured: 2 unconnected molecules or ions with the total composition C6H12O at a distorted geometry, with wB97M-V/def2-TZVPD.

Calculated values
- E_HOMO: -7.8 eV
- Energy relative to the best compared isomer or geometry (same formula, charge and spin): 174.4 kcal/mol
- Total energy: -310.781425 Eh
- Spin multiplicity: 1
- Orbital gap: 0.204 Eh
- Net charge: 0
- Max |F|: 0.113 hartree/bohr

Bonds (Å) are listed after each position.
CARTESIAN COORDINATES (ANGSTROEM)
1 O -2.25475 -0.85317 0.98293  C2 1.362
2 C -1.04456 -1.03714 0.38553  O1 1.362, C3 1.541, H8 1.126, H9 1.098
3 C -0.05593 0.12499 0.17246  C2 1.541, C4 1.367, H10 1.099
4 C 1.04391 -0.14890 -0.59102  C3 1.367, C6 1.467
5 C -3.25193 1.51045 -0.42408  H11 1.096, H12 1.090, H13 1.081, H14 1.080
6 C 2.21737 -0.91883 -0.16526  C4 1.467, C7 1.570, H15 1.130, H16 1.140
7 C 3.45230 -0.00077 0.14704  C6 1.570, H17 1.098, H18 1.094, H19 1.092
8 H -1.33640 -1.36728 -0.65058  C2 1.126
9 H -0.60183 -1.92894 0.84900  C2 1.098
10 H -0.60400 1.05589 0.37658  C3 1.099
11 H -3.30173 0.91186 0.49300  C5 1.096
12 H -3.90410 2.37189 -0.28322  C5 1.090
13 H -2.21444 1.71017 -0.65158  C5 1.081
14 H -3.69226 0.95363 -1.23740  C5 1.080
15 H 2.55277 -1.72783 -0.87871  C6 1.130
16 H 1.96415 -1.43629 0.81901  C6 1.140
17 H 3.44361 0.79264 -0.61237  C7 1.098
18 H 3.18981 0.53251 1.06563  C7 1.094
19 H 4.39800 -0.54489 0.20306  C7 1.092

These are the Mulliken partial charges, in e, on atoms 1 to 2: -0.6777 -0.4671



Entry 3:
Computed, not measured: 2 unconnected molecules or ions with the total composition C6H12O, with wB97M-V/def2-TZVPD.

Calculated values
- E_HOMO: -9.2 eV
- Energy relative to the best compared isomer or geometry (same formula, charge and spin): 63.6 kcal/mol
- Total energy: -310.957931 Eh
- Spin multiplicity: 1
- Orbital gap: 0.380 Eh
- Net charge: 0
- Max |F|: 0.006 hartree/bohr

Bonds (Å) are listed after each position.
CARTESIAN COORDINATES (ANGSTROEM)
1 C 0.37230 1.48968 1.19143  C2 1.336, C4 1.514, H5 1.088
2 C -0.56580 1.06906 2.04395  C1 1.336, C3 1.514, H6 1.087
3 C -1.68951 1.17832 1.03547  C2 1.514, C4 1.561, H7 1.095, H8 1.096
4 C -0.59116 1.65853 0.03604  C1 1.514, C3 1.561, H9 1.096, H10 1.095
5 H 1.44567 1.64384 1.27468  C1 1.088
6 H -0.54844 0.75309 3.08405  C2 1.087
7 H -2.17010 0.23465 0.75630  C3 1.095
8 H -2.45983 1.92372 1.26476  C3 1.096
9 H -0.71652 2.67956 -0.34166  C4 1.096
10 H -0.43301 0.97192 -0.80173  C4 1.095
11 C 1.23167 -1.53916 0.01253  O12 1.404, H14 1.092, H15 1.102, H16 1.102
12 O 0.04546 -1.48223 -0.73730  C11 1.404, C13 1.403
13 C 0.30674 -1.49109 -2.11580  O12 1.403, H17 1.093, H18 1.103, H19 1.102
14 H 0.95370 -1.52872 1.06822  C11 1.092
15 H 1.87640 -0.66819 -0.19017  C11 1.102
16 H 1.80440 -2.45402 -0.21040  C11 1.102
17 H -0.65278 -1.41696 -2.63319  C13 1.093
18 H 0.94099 -0.63926 -2.41227  C13 1.103
19 H 0.81162 -2.42032 -2.42540  C13 1.102

These are the Mulliken partial charges, in e, on atoms 1 to 2: -0.4723 -0.4070



Entry 4:
Computed, not measured: a single C6H12O molecule, with wB97M-V/def2-TZVPD.

Calculated values
- E_HOMO: -8.3 eV
- Energy relative to the best compared isomer or geometry (same formula, charge and spin): 64.5 kcal/mol
- Total energy: -310.956426 Eh
- Spin multiplicity: 1
- Orbital gap: 0.348 Eh
- Net charge: 0
- Max |F|: 0.010 hartree/bohr

Bonds (Å) are listed after each position.
CARTESIAN COORDINATES (ANGSTROEM)
1 C 1.01597 1.25530 -1.14798  C2 1.528, H8 1.096, H9 1.095, H10 1.098
2 C 0.79279 -0.14726 -0.58335  C1 1.528, C3 1.524, C4 1.524, H11 1.099
3 C 1.96557 -1.07949 -0.86544  C2 1.524, H12 1.097, H13 1.095, H14 1.096
4 C 0.50362 -0.10459 0.91246  C2 1.524, O5 1.441, H15 1.096, H16 1.093
5 O -0.83328 0.40827 1.07068  C4 1.441, C6 1.308
6 C -1.70978 -0.51193 1.38223  O5 1.308, C7 1.498
7 C -3.07273 0.04766 1.11125  C6 1.498, H17 1.098, H18 1.093, H19 1.100
8 H 1.18011 1.22077 -2.23062  C1 1.096
9 H 0.15597 1.90483 -0.95242  C1 1.095
10 H 1.89996 1.71743 -0.69006  C1 1.098
11 H -0.10789 -0.57329 -1.04799  C2 1.099
12 H 2.87268 -0.74002 -0.35131  C3 1.097
13 H 2.17986 -1.11902 -1.93845  C3 1.095
14 H 1.74076 -2.09694 -0.52651  C3 1.096
15 H 1.19719 0.55611 1.44535  C4 1.096
16 H 0.50758 -1.10317 1.35804  C4 1.093
17 H -3.10047 1.08590 0.75642  C7 1.098
18 H -3.72721 -0.10349 1.97291  C7 1.093
19 H -3.46070 -0.61706 0.32478  C7 1.100

These are the Mulliken partial charges, in e, on atoms 1 to 2: -1.4058 0.9219



Entry 5:
Computed, not measured: 2 unconnected molecules or ions with the total composition C6H12O, with wB97M-V/def2-TZVPD.

Calculated values
- E_HOMO: -9.4 eV
- Energy relative to the best compared isomer or geometry (same formula, charge and spin): 54.5 kcal/mol
- Total energy: -310.972459 Eh
- Spin multiplicity: 1
- Orbital gap: 0.384 Eh
- Net charge: 0
- Max |F|: 0.005 hartree/bohr

Bonds (Å) are listed after each position.
CARTESIAN COORDINATES (ANGSTROEM)
1 C 0.23347 -1.37927 -1.68361  C2 1.528, H7 1.097, H8 1.095, H9 1.096
2 C 0.77342 -1.15214 -0.27192  C1 1.528, C3 1.520, H10 1.096, H11 1.097
3 C -0.26392 -0.66903 0.72888  C2 1.520, C4 1.493, C6 1.508, H12 1.095
4 C 0.09744 -0.00681 2.01697  C3 1.493, C5 1.490, C6 1.491, H13 1.082
5 C 0.70448 1.26061 1.52296  C4 1.490, C6 1.500, H14 1.090, H15 1.089
6 C -0.60202 0.78193 0.96280  C3 1.508, C4 1.491, C5 1.500, H16 1.083
7 H -0.60132 -2.09088 -1.68450  C1 1.097
8 H -0.12124 -0.44574 -2.13385  C1 1.095
9 H 1.02030 -1.79626 -2.32253  C1 1.096
10 H 1.60648 -0.44133 -0.31506  C2 1.096
11 H 1.19636 -2.08762 0.11451  C2 1.097
12 H -1.12774 -1.33742 0.81013  C3 1.095
13 H -0.26810 -0.21960 3.01249  C4 1.082
14 H 1.60688 1.24566 0.91132  C5 1.090
15 H 0.65514 2.11085 2.20202  C5 1.089
16 H -1.57204 1.25026 1.07156  C6 1.083
17 O -1.19899 1.74844 -1.92354  H18 0.968, H19 0.964
18 H -0.65502 1.55666 -1.14588  O17 0.968
19 H -2.09326 1.54572 -1.62451  O17 0.964

These are the Mulliken partial charges, in e, on atoms 1 to 2: -1.1424 -0.3650



Entry 6:
Computed, not measured: a single C6H12O molecule at a distorted geometry, with wB97M-V/def2-TZVPD.

Calculated values
- E_HOMO: -8.0 eV
- Energy relative to the best compared isomer or geometry (same formula, charge and spin): 48.4 kcal/mol
- Total energy: -310.982114 Eh
- Spin multiplicity: 1
- Orbital gap: 0.331 Eh
- Net charge: 0
- Max |F|: 0.063 hartree/bohr

Bonds (Å) are listed after each position.
CARTESIAN COORDINATES (ANGSTROEM)
1 C 2.05657 0.68654 -1.12558  C2 1.623, H8 1.095, H9 1.091, H10 1.093
2 C 0.43342 0.66314 -1.11651  C1 1.623, C3 1.498, H11 1.093, H12 1.088
3 C 0.01249 0.63725 0.32104  C2 1.498, C4 1.485, C6 1.447, H13 1.090
4 C -1.29259 0.04219 0.70542  C3 1.485, C5 1.478, C6 1.774, H14 1.086
5 C -2.16085 -0.82725 -0.11669  C4 1.478, H15 1.092, H16 1.088, H17 1.092
6 C 0.33618 -0.55829 1.06940  C3 1.447, C4 1.774, O7 1.372, H18 1.083
7 O 0.87202 -0.41876 2.32507  C6 1.372, H19 0.968
8 H 2.31333 0.71982 -2.18999  C1 1.095
9 H 2.61314 -0.14456 -0.68880  C1 1.091
10 H 2.40192 1.61683 -0.66840  C1 1.093
11 H 0.13666 -0.24550 -1.64718  C2 1.093
12 H 0.01697 1.51312 -1.65353  C2 1.088
13 H 0.25385 1.54632 0.87097  C3 1.090
14 H -1.82393 0.59995 1.47102  C4 1.086
15 H -1.60184 -1.42872 -0.83586  C5 1.092
16 H -2.88348 -0.23924 -0.67906  C5 1.088
17 H -2.73832 -1.50298 0.51691  C5 1.092
18 H 0.49840 -1.50634 0.57225  C6 1.083
19 H 0.55603 -1.15351 2.86953  O7 0.968

These are the Mulliken partial charges, in e, on atoms 1 to 2: -1.1584 -0.6092



Copy entry 5 word for word.
Computed, not measured: 2 unconnected molecules or ions with the total composition C6H12O, with wB97M-V/def2-TZVPD.

Calculated values
- E_HOMO: -9.4 eV
- Energy relative to the best compared isomer or geometry (same formula, charge and spin): 54.5 kcal/mol
- Total energy: -310.972459 Eh
- Spin multiplicity: 1
- Orbital gap: 0.384 Eh
- Net charge: 0
- Max |F|: 0.005 hartree/bohr

Bonds (Å) are listed after each position.
CARTESIAN COORDINATES (ANGSTROEM)
1 C 0.23347 -1.37927 -1.68361  C2 1.528, H7 1.097, H8 1.095, H9 1.096
2 C 0.77342 -1.15214 -0.27192  C1 1.528, C3 1.520, H10 1.096, H11 1.097
3 C -0.26392 -0.66903 0.72888  C2 1.520, C4 1.493, C6 1.508, H12 1.095
4 C 0.09744 -0.00681 2.01697  C3 1.493, C5 1.490, C6 1.491, H13 1.082
5 C 0.70448 1.26061 1.52296  C4 1.490, C6 1.500, H14 1.090, H15 1.089
6 C -0.60202 0.78193 0.96280  C3 1.508, C4 1.491, C5 1.500, H16 1.083
7 H -0.60132 -2.09088 -1.68450  C1 1.097
8 H -0.12124 -0.44574 -2.13385  C1 1.095
9 H 1.02030 -1.79626 -2.32253  C1 1.096
10 H 1.60648 -0.44133 -0.31506  C2 1.096
11 H 1.19636 -2.08762 0.11451  C2 1.097
12 H -1.12774 -1.33742 0.81013  C3 1.095
13 H -0.26810 -0.21960 3.01249  C4 1.082
14 H 1.60688 1.24566 0.91132  C5 1.090
15 H 0.65514 2.11085 2.20202  C5 1.089
16 H -1.57204 1.25026 1.07156  C6 1.083
17 O -1.19899 1.74844 -1.92354  H18 0.968, H19 0.964
18 H -0.65502 1.55666 -1.14588  O17 0.968
19 H -2.09326 1.54572 -1.62451  O17 0.964

These are the Mulliken partial charges, in e, on atoms 1 to 2: -1.1424 -0.3650



What is the orbital gap in the fourth record? 0.348 Eh



Number 3 is which compound? C6H12O



What is the max |F| in the third record? 0.006 hartree/bohr